{
  "formula": "C3H2O3",
  "method": "ωB97M-V/def2-TZVPD",
  "species": ["C", "C", "C", "O", "O", "O", "H", "H"],
  "positions_angstrom": [[0.942922, 0.308324, -0.791909], [-0.265632, 0.110672, 0.179079], [-1.298060, -1.211160, 1.196604], [2.055615, 0.050963, -0.501036], [-0.209639, -0.447585, 1.423389], [-1.364039, -0.705385, -0.103925], [0.575282, 0.690279, -1.693544], [-0.436449, 1.203892, 0.291342]],
  "forces_ev_per_angstrom": [[-1.498, -2.547, 2.244], [0.749, 2.242, -0.830], [0.813, 1.189, -1.622], [1.351, 0.152, 0.063], [1.282, -1.079, 2.803], [-1.353, -0.665, -0.709], [-0.280, 1.004, -2.032], [-1.064, -0.295, 0.084]],
  "nbo_charge": [0.409, 0.273, 0.477, -0.447, -0.494, -0.515, 0.124, 0.173],
  "gap_ev": 10.8736,
  "total_charge": 0,
  "mol_weight_g_mol": 86.0,
  "spin_multiplicity": 1,
  "fmax_ha_per_bohr": 0.07215,
  "homo_ev": -10.6,
  "de_lowest_kj_mol": 378.13
}

{
  "formula": "C3H2O3",
  "method": "ωB97M-V/def2-TZVPD",
  "species": ["C", "C", "C", "O", "O", "O", "H", "H"],
  "positions_angstrom": [[-0.839410, 0.296606, 0.691063], [0.359373, -0.581264, 0.594806], [-0.245199, 0.057969, -0.557458], [-0.795646, -1.095720, 1.229546], [0.072327, 0.557617, -1.637602], [1.273050, 0.194606, -2.042225], [-1.234847, 1.182731, 1.047257], [1.410352, -0.612544, 0.674612]],
  "forces_ev_per_angstrom": [[-0.464, -1.279, -0.737], [-0.110, 0.102, -2.040], [-0.428, -1.691, 0.647], [0.240, 1.493, -0.351], [-2.567, 1.242, 0.686], [3.007, -0.824, -1.326], [-0.576, 1.198, 1.723], [0.899, -0.240, 1.398]],
  "nbo_charge": [0.043, 0.060, 0.409, -0.397, -0.087, -0.525, 0.239, 0.258],
  "gap_ev": [8.5826, 8.5816],
  "total_charge": 0,
  "mol_weight_g_mol": 86.0,
  "spin_multiplicity": 1,
  "fmax_ha_per_bohr": 0.06589,
  "homo_ev": [-8.7, -8.7],
  "de_lowest_kj_mol": 879.48
}

{
  "formula": "C3H2O3S",
  "method": "ωB97M-V/def2-TZVPD",
  "species": ["C", "C", "C", "O", "O", "O", "S", "H", "H"],
  "positions_angstrom": [[-0.318303, -1.411436, -0.177571], [0.368376, -0.852506, -1.066757], [-0.977014, -0.859829, 0.875930], [0.839426, 1.707963, -1.844647], [2.113578, 0.734941, 0.011642], [-0.249271, 1.099118, 0.171069], [0.876642, 0.933065, -0.655394], [-1.924402, -0.271909, 0.826878], [-0.729031, -1.079408, 1.858850]],
  "forces_ev_per_angstrom": [[0.018, -0.282, -1.543], [-1.216, -1.015, 1.995], [-1.515, 0.246, -1.510], [0.180, -0.130, -0.435], [0.505, -0.322, 0.216], [-2.851, 1.023, 2.472], [2.979, 1.412, -2.408], [0.819, -0.751, -0.591], [1.082, -0.182, 1.804]],
  "nbo_charge": [-0.226, -0.002, 0.046, -0.894, -0.887, -0.940, 2.443, 0.249, 0.211],
  "gap_ev": [7.4579, 7.4561],
  "total_charge": 0,
  "mol_weight_g_mol": 118.1,
  "spin_multiplicity": 1,
  "fmax_ha_per_bohr": 0.07939,
  "homo_ev": [-10.8, -10.8],
  "de_lowest_kj_mol": 738.47
}